No. 1
{
  "formula": "C32H43BCoN7OS4",
  "method": "wB97M-V/def2-TZVPD",
  "total_energy_ha": -4703.8961,
  "homo_ev": [-8.964, -10.146],
  "total_charge": 1,
  "e_above_lowest_ev": 0.000,
  "lumo_energy_ev": [-3.10, -4.74],
  "multiplicity": 6,
  "s2": 8.775,
  "elements": ["Co", "C", "C", "C", "C", "N", "N", "B", "N", "N", "C", "C", "C", "C", "C", "S", "C", "C", "C", "C", "N", "N", "C", "C", "C", "C", "C", "S", "C", "C", "C", "C", "C", "S", "C", "C", "C", "C", "H", "H", "H", "H", "H", "H", "H", "H", "H", "H", "H", "H", "H", "H", "H", "H", "H", "H", "H", "H", "H", "H", "H", "H", "H", "H", "H", "H", "H", "H", "H", "H", "H", "H", "H", "H", "H", "H", "H", "O", "N", "C", "C", "C", "C", "C", "S", "H", "H", "H", "H"],
  "positions_angstrom": [[-0.001, -2.224, 2.548], [-4.979, -1.727, 0.571], [-3.775, -1.072, -0.032], [-3.867, -0.145, -1.023], [-2.700, 0.417, -1.591], [-1.517, 0.117, -1.131], [-1.417, -0.747, -0.109], [0.021, -1.014, 0.348], [0.761, -1.950, -0.624], [1.487, -1.262, -1.510], [2.242, -1.906, -2.364], [2.242, -3.314, -2.396], [1.493, -4.026, -1.504], [1.484, -5.523, -1.482], [0.746, -3.285, -0.553], [-0.099, -4.103, 0.709], [3.092, -1.027, -3.271], [4.028, -0.190, -2.384], [3.920, -1.867, -4.239], [2.164, -0.091, -4.058], [0.859, 0.140, 0.811], [0.408, 1.380, 0.578], [1.114, 2.393, 0.996], [2.356, 2.201, 1.644], [2.804, 0.944, 1.920], [4.074, 0.686, 2.665], [1.977, -0.140, 1.527], [2.298, -1.766, 1.967], [0.554, 3.782, 0.687], [1.048, 4.817, 1.703], [1.038, 4.174, -0.719], [-0.979, 3.753, 0.718], [-2.463, -1.402, 0.413], [-2.256, -2.663, 1.568], [-2.790, 1.376, -2.769], [-3.608, 2.606, -2.343], [-3.496, 0.666, -3.935], [-1.397, 1.816, -3.219], [-5.889, -1.323, 0.134], [-5.006, -1.570, 1.651], [-4.954, -2.806, 0.405], [-4.840, 0.148, -1.397], [2.844, -3.838, -3.126], [2.077, -5.921, -2.303], [0.464, -5.905, -1.558], [1.895, -5.895, -0.541], [4.693, -0.831, -1.798], [3.453, 0.433, -1.696], [4.644, 0.459, -3.010], [4.607, -2.537, -3.714], [4.521, -1.204, -4.862], [3.289, -2.462, -4.906], [1.578, 0.526, -3.377], [1.478, -0.658, -4.695], [2.760, 0.564, -4.699], [2.933, 3.057, 1.969], [4.563, 1.623, 2.930], [4.758, 0.085, 2.062], [3.870, 0.115, 3.571], [2.126, 4.983, 1.637], [0.800, 4.525, 2.727], [0.564, 5.774, 1.501], [2.128, 4.260, -0.748], [0.614, 5.140, -1.007], [0.736, 3.426, -1.459], [-1.341, 3.487, 1.715], [-1.370, 3.022, 0.012], [-1.370, 4.741, 0.460], [-4.628, 2.339, -2.054], [-3.675, 3.306, -3.178], [-3.138, 3.121, -1.503], [-4.515, 0.363, -3.684], [-2.941, -0.223, -4.247], [-3.556, 1.344, -4.788], [-0.860, 2.321, -2.411], [-1.492, 2.504, -4.062], [-0.797, 0.961, -3.536], [-0.140, -2.837, 4.363], [-0.847, -2.114, 5.242], [-1.166, -2.736, 6.401], [-1.856, -2.086, 7.380], [-2.231, -0.756, 7.161], [-1.895, -0.143, 5.982], [-1.177, -0.822, 4.979], [-0.709, -0.090, 3.502], [-0.823, -3.757, 6.458], [-2.098, -2.606, 8.296], [-2.781, -0.212, 7.919], [-2.167, 0.883, 5.783]],
  "mulliken_charge": [0.007, -1.810, 0.335, -0.596, 0.089, -0.281, 0.626, -0.520, 0.494, -0.308, -0.412, -0.463, 0.524, -1.872, 0.971, -0.167, 2.441, -1.512, -2.314, -1.371, 0.832, -0.221, -0.316, -0.591, 0.315, -1.779, 0.875, -0.606, 2.088, -2.099, -1.357, -1.239, 0.742, -0.283, 2.259, -1.475, -1.821, -1.574, 0.409, 0.377, 0.385, 0.399, 0.580, 0.380, 0.396, 0.406, 0.395, 0.176, 0.445, 0.475, 0.403, 0.444, 0.059, 0.372, 0.477, 0.306, 0.421, 0.343, 0.386, 0.394, 0.420, 0.451, 0.400, 0.430, -0.005, 0.362, -0.218, 0.533, 0.367, 0.481, 0.177, 0.344, 0.379, 0.484, -0.089, 0.596, 0.257, -0.827, 0.603, -0.261, -0.743, -0.243, -0.848, 0.523, -0.311, 0.430, 0.411, 0.408, 0.452]
}

No. 2
{
  "formula": "C20H33IrN7",
  "method": "wB97M-V/def2-TZVPD",
  "total_energy_ha": -1268.0192,
  "homo_ev": [-21.723, -22.041],
  "total_charge": 4,
  "lumo_energy_ev": [-12.80, -16.20],
  "multiplicity": 2,
  "s2": 0.793,
  "elements": ["Ir", "C", "C", "N", "C", "C", "N", "C", "C", "C", "N", "C", "C", "N", "C", "H", "H", "H", "H", "H", "H", "H", "H", "H", "H", "H", "H", "H", "H", "H", "H", "H", "H", "H", "H", "H", "H", "H", "H", "N", "C", "C", "C", "C", "C", "N", "C", "C", "C", "C", "C", "N", "H", "H", "H", "H", "H", "H", "H", "H", "H"],
  "positions_angstrom": [[0.083, -0.123, 0.131], [1.137, 0.059, -3.023], [2.334, -0.456, -2.287], [2.194, -0.306, -0.805], [2.970, -1.321, -0.078], [2.083, -2.483, 0.244], [0.979, -1.943, 1.068], [0.138, -3.009, 1.684], [-1.061, -2.426, 2.396], [-2.194, -2.165, 1.457], [-1.971, -0.951, 0.621], [-2.671, -1.041, -0.663], [-1.833, -1.886, -1.598], [-0.427, -1.348, -1.632], [-0.010, -0.928, -3.029], [0.819, 0.998, -2.573], [1.415, 0.279, -4.055], [2.506, -1.514, -2.498], [3.224, 0.076, -2.624], [2.551, 0.610, -0.551], [3.830, -1.651, -0.663], [3.366, -0.886, 0.842], [1.679, -2.993, -0.635], [2.654, -3.234, 0.793], [1.441, -1.484, 1.843], [-0.147, -3.726, 0.912], [0.747, -3.560, 2.404], [-1.397, -3.125, 3.163], [-0.787, -1.504, 2.920], [-2.343, -3.021, 0.801], [-3.120, -2.041, 2.020], [-2.330, -0.158, 1.148], [-3.668, -1.473, -0.548], [-2.814, -0.041, -1.054], [-1.810, -2.934, -1.302], [-2.283, -1.853, -2.590], [0.216, -2.072, -1.336], [0.252, -1.825, -3.592], [-0.861, -0.488, -3.544], [-0.018, 3.351, 0.772], [0.398, 2.616, 1.845], [0.679, 3.362, 2.999], [1.097, 2.726, 4.151], [1.251, 1.355, 4.098], [0.952, 0.688, 2.911], [0.515, 1.269, 1.778], [-0.598, 3.039, -0.408], [-1.059, 4.146, -1.150], [-1.706, 3.951, -2.355], [-1.893, 2.647, -2.764], [-1.407, 1.602, -1.964], [-0.747, 1.748, -0.813], [0.061, 4.354, 0.926], [0.560, 4.440, 2.985], [1.301, 3.285, 5.056], [1.601, 0.791, 4.953], [1.077, -0.375, 2.892], [-0.937, 5.148, -0.753], [-2.068, 4.788, -2.939], [-2.396, 2.416, -3.695], [-1.558, 0.599, -2.292]],
  "mulliken_charge": [5.061, -0.670, -0.762, -0.674, -0.914, -0.745, -1.103, -0.612, -0.925, -0.577, -0.820, -1.061, -0.347, -1.250, -0.773, 0.153, 0.444, 0.394, 0.531, 0.483, 0.443, 0.456, 0.366, 0.590, 0.299, 0.445, 0.549, 0.487, 0.169, 0.336, 0.524, 0.533, 0.556, 0.329, 0.430, 0.473, 0.138, 0.475, 0.654, 0.150, 0.790, -0.828, -0.687, -1.217, -0.052, -0.087, 0.793, -0.777, -0.899, -1.557, -0.295, 0.075, 0.270, 0.485, 0.497, 0.527, 0.510, 0.501, 0.513, 0.548, 0.655]
}